{
  "formula": "C26H41NO8PPdS2",
  "method": "wB97M-V/def2-TZVPD",
  "relative_energy_ev": 0.107,
  "total_charge": -1,
  "species": ["Pd", "O", "S", "O", "O", "C", "C", "C", "C", "C", "C", "S", "O", "O", "O", "H", "H", "H", "H", "O", "C", "N", "C", "C", "C", "C", "C", "C", "P", "C", "C", "C", "C", "C", "C", "C", "C", "C", "C", "C", "C", "H", "H", "H", "H", "H", "H", "H", "H", "H", "H", "H", "H", "H", "H", "H", "H", "H", "H", "H", "H", "H", "H", "H", "H", "H", "H", "H", "H", "H", "H", "H", "H", "H", "C", "O", "H", "H", "H", "H"],
  "xyz": [[1.6382, 0.2410, -0.5292], [5.5568, 0.6886, -2.3399], [4.5388, 1.2497, -1.4858], [4.9641, 2.2693, -0.5662], [3.7529, 0.1545, -0.8181], [3.3283, 1.9942, -2.5896], [3.5569, 1.7699, -3.9431], [2.6941, 2.2580, -4.9094], [1.5801, 2.9848, -4.5272], [1.3325, 3.2000, -3.1830], [2.1873, 2.7067, -2.1995], [1.6100, 3.0869, -0.5348], [0.1643, 2.9768, -0.6494], [2.1134, 4.3770, -0.1637], [2.1494, 2.0015, 0.3716], [4.4299, 1.1949, -4.2156], [2.8915, 2.0583, -5.9549], [0.8931, 3.3737, -5.2683], [0.4501, 3.7414, -2.8719], [2.0868, -2.4567, -3.7397], [1.7503, -1.8103, -2.7971], [1.3361, -1.2137, -1.8610], [-0.4579, 1.8904, 4.6079], [0.8868, 1.3686, 4.1136], [0.6725, 0.3056, 3.0306], [-0.5058, 0.6731, 2.0970], [-0.7271, 2.1855, 2.0888], [-1.1859, 2.6436, 3.4799], [-0.3173, -0.1635, 0.4575], [-1.7752, 0.3657, -0.5199], [-1.8324, -0.2632, -1.9156], [-2.8608, 0.4681, -2.7752], [-4.2383, 0.4837, -2.1176], [-4.1698, 1.0636, -0.7066], [-3.1511, 0.3110, 0.1501], [-0.4006, -1.9276, 1.0306], [-0.0120, -3.0192, 0.0233], [-0.3370, -4.3915, 0.6070], [-1.8557, -4.5918, 0.7513], [-2.5729, -3.2465, 0.9049], [-1.7316, -2.2901, 1.7442], [-0.3355, 2.5370, 5.4792], [-1.0588, 1.0366, 4.9409], [1.4635, 0.9343, 4.9327], [1.4830, 2.1934, 3.7155], [0.4652, -0.6528, 3.5156], [1.5922, 0.1675, 2.4589], [-1.4238, 0.2339, 2.5044], [-1.4584, 2.4856, 1.3386], [0.1971, 2.6829, 1.8135], [-2.2677, 2.5088, 3.5799], [-0.9982, 3.7163, 3.5672], [-1.5155, 1.4242, -0.6598], [-2.1125, -1.3209, -1.8321], [-0.8494, -0.2372, -2.3848], [-2.9142, 0.0045, -3.7633], [-2.5193, 1.4979, -2.9272], [-4.6229, -0.5420, -2.0629], [-4.9456, 1.0524, -2.7268], [-5.1539, 1.0282, -0.2313], [-3.8796, 2.1186, -0.7601], [-3.4801, -0.7280, 0.2504], [-3.1211, 0.7419, 1.1540], [0.3944, -1.9154, 1.7832], [1.0460, -2.9349, -0.2063], [-0.5320, -2.8903, -0.9282], [0.1508, -4.4855, 1.5830], [0.0907, -5.1716, -0.0252], [-2.0671, -5.2175, 1.6230], [-2.2521, -5.1247, -0.1163], [-3.5564, -3.3878, 1.3597], [-2.7492, -2.8022, -0.0788], [-1.4985, -2.7763, 2.6973], [-2.3129, -1.4062, 2.0010], [3.7545, -2.6039, 1.0036], [3.2833, -1.3795, 1.5364], [4.7961, -2.7940, 1.2830], [3.6774, -2.6217, -0.0874], [3.1370, -3.4064, 1.4116], [3.6609, -0.6774, 0.9821]],
  "atomic_forces_ev_per_a": [[0.5, -0.7, -0.2], [0.0, 0.0, 0.0], [0.1, 0.1, 0.2], [0.0, 0.0, 0.0], [0.0, 0.0, -0.3], [-0.1, 0.0, 0.0], [0.0, 0.0, 0.0], [0.0, 0.0, 0.0], [0.0, 0.0, 0.0], [0.0, 0.0, 0.0], [0.0, 0.0, -0.2], [0.0, -0.1, 0.2], [0.1, 0.2, -0.1], [0.1, 0.0, 0.0], [-0.5, 0.3, 0.0], [0.0, 0.0, 0.0], [0.0, 0.0, 0.0], [0.0, 0.0, 0.0], [0.0, 0.0, 0.0], [0.0, 0.0, 0.0], [0.0, 0.0, 0.0], [0.0, 0.1, 0.2], [0.0, 0.0, 0.0], [0.0, 0.0, 0.0], [0.1, 0.0, 0.0], [0.0, -0.1, -0.1], [0.0, 0.0, 0.0], [0.0, 0.0, 0.0], [-0.3, 0.1, 0.2], [0.1, 0.1, 0.0], [0.0, 0.0, 0.0], [0.0, 0.0, 0.0], [0.0, 0.0, 0.0], [0.0, 0.0, 0.0], [0.0, 0.0, 0.0], [-0.1, 0.1, 0.0], [0.0, 0.0, 0.0], [0.0, 0.0, 0.0], [0.0, 0.0, 0.0], [0.0, 0.0, 0.0], [0.0, 0.0, 0.0], [0.0, 0.0, 0.0], [0.0, 0.0, 0.0], [0.0, 0.0, 0.0], [0.0, 0.0, 0.0], [0.0, 0.0, 0.0], [0.0, 0.0, 0.0], [0.1, 0.0, 0.1], [0.0, 0.0, 0.0], [0.0, 0.0, 0.0], [0.0, 0.0, 0.0], [0.0, 0.0, 0.0], [0.0, 0.0, 0.0], [0.0, 0.0, 0.0], [0.0, 0.0, 0.0], [0.0, 0.0, 0.0], [0.0, 0.0, 0.0], [0.0, 0.0, 0.0], [0.0, 0.0, 0.0], [0.0, 0.0, 0.0], [0.0, 0.0, 0.0], [0.0, 0.0, 0.0], [0.0, 0.0, 0.0], [0.0, 0.0, 0.0], [0.0, 0.0, 0.0], [0.0, 0.0, 0.0], [0.0, 0.0, 0.0], [0.0, 0.0, 0.0], [0.0, 0.0, 0.0], [0.0, 0.0, 0.0], [0.0, 0.0, 0.0], [0.0, 0.0, 0.0], [0.0, 0.0, 0.0], [0.0, 0.0, 0.0], [-0.1, 0.0, -0.1], [0.1, 0.0, 0.0], [0.0, 0.0, 0.0], [0.0, 0.0, 0.0], [0.0, 0.0, 0.0], [0.0, 0.0, 0.0]],
  "lowdin_charge": [0.836, -0.319, 0.489, -0.294, -0.455, -0.227, -0.055, -0.072, -0.078, -0.070, -0.239, 0.480, -0.357, -0.275, -0.450, 0.107, 0.102, 0.100, 0.108, 0.032, -0.508, -0.033, -0.202, -0.190, -0.196, -0.398, -0.206, -0.182, 1.045, -0.412, -0.203, -0.195, -0.208, -0.196, -0.196, -0.376, -0.219, -0.189, -0.196, -0.209, -0.188, 0.101, 0.107, 0.109, 0.120, 0.110, 0.081, 0.093, 0.100, 0.087, 0.102, 0.109, 0.089, 0.107, 0.084, 0.109, 0.118, 0.112, 0.104, 0.107, 0.118, 0.098, 0.102, 0.093, 0.079, 0.102, 0.111, 0.108, 0.103, 0.104, 0.110, 0.093, 0.121, 0.076, -0.163, -0.161, 0.075, 0.075, 0.069, 0.035]
}

{
  "formula": "C26H42BClN4O6PS2",
  "method": "wB97M-V/def2-TZVPD",
  "e_tot_ev": -90034.79731,
  "total_charge": 1,
  "species": ["C", "C", "C", "O", "C", "C", "C", "C", "C", "O", "Cl", "C", "N", "C", "S", "P", "C", "C", "N", "C", "N", "S", "C", "B", "O", "O", "N", "C", "C", "C", "C", "O", "C", "C", "O", "H", "H", "H", "H", "H", "H", "H", "H", "H", "H", "H", "H", "H", "H", "H", "H", "H", "H", "H", "H", "H", "H", "H", "H", "H", "H", "H", "H", "H", "H", "H", "H", "H", "H", "H", "H", "C", "C", "C", "C", "C", "C", "H", "H", "H", "H", "H", "H"],
  "xyz": [[3.7009, 1.2438, 1.0471], [3.5169, -0.1416, 0.2663], [3.4484, -0.0079, -1.3262], [2.1261, 0.2345, -1.8653], [1.2429, -0.8773, -1.6702], [0.0917, -0.4424, -0.6091], [-0.8545, 0.7341, -1.1482], [-1.4068, 0.5618, -2.6339], [-2.8845, 0.0059, -2.7948], [-3.2832, -1.1448, -2.5638], [-4.1661, 1.1574, -3.4723], [-1.9571, 1.0745, -0.0286], [-1.1299, 1.5740, 1.1716], [-1.8749, 1.8848, 2.1671], [-2.7674, 2.3889, 3.4811], [-3.0692, 2.5702, -0.5085], [-2.1725, 4.2088, -0.2337], [-4.7413, 2.4937, 0.3660], [-2.7169, -0.1070, 0.4759], [-1.7460, -1.1521, 0.8032], [-1.8621, -1.7187, 2.0170], [-3.1848, -1.2134, 3.0707], [-0.9346, -2.7554, 2.5535], [-0.9737, -2.9210, 4.1845], [-2.0097, -3.6510, 4.9023], [0.0900, -2.3585, 4.9887], [-0.6294, -1.6081, -0.0093], [-0.9770, -2.6753, -0.9910], [-2.2301, -3.5924, -0.6337], [-1.9122, -5.0646, -1.2579], [-1.5573, -5.0318, -2.8192], [-0.3399, -5.7979, -3.0175], [0.8015, -4.9715, -3.1580], [1.9986, -4.8683, -2.1128], [0.9140, -4.2926, -4.2065], [3.9434, 0.9861, 2.1439], [2.7579, 1.8825, 1.0835], [4.5877, 1.8647, 0.6747], [4.4591, -0.7673, 0.4942], [2.6481, -0.7016, 0.7416], [4.1323, 0.8545, -1.6213], [3.8223, -0.9975, -1.7749], [1.8037, -1.7385, -1.1432], [0.8207, -1.3276, -2.6264], [0.6905, 0.0295, 0.2573], [-0.1778, 1.6687, -1.1715], [-0.7427, -0.0692, -3.3283], [-1.4042, 1.6089, -3.1133], [-2.7418, 4.9401, 0.4449], [-2.0271, 4.7111, -1.2413], [-1.1164, 4.0767, 0.2108], [-4.6928, 3.1081, 1.3349], [-5.5567, 2.9637, -0.2864], [-5.0471, 1.4084, 0.5942], [-3.4632, -0.4219, -0.1586], [-2.6222, -0.4573, 4.1170], [0.1317, -2.3990, 2.2956], [-1.0652, -3.7969, 2.1149], [-1.7118, -4.5925, 4.8185], [0.7620, -3.0855, 5.0251], [-0.0642, -3.3808, -1.0424], [-1.0903, -2.2832, -2.0686], [-3.2183, -3.2774, -1.0968], [-2.4124, -3.7735, 0.4728], [-2.8646, -5.6972, -1.1170], [-1.1080, -5.5827, -0.6157], [-1.5561, -4.0004, -3.2943], [-2.3891, -5.6228, -3.3530], [2.3393, -3.7851, -2.0269], [1.7483, -5.2403, -1.0679], [2.9258, -5.4615, -2.4512], [4.2783, 6.3716, -0.0818], [4.6032, 7.1549, 1.0211], [3.9015, 7.0051, 2.2130], [2.8803, 6.0644, 2.3054], [2.5578, 5.2785, 1.2039], [3.2538, 5.4347, 0.0085], [4.8234, 6.4912, -1.0118], [5.4037, 7.8836, 0.9513], [4.1507, 7.6206, 3.0703], [2.3364, 5.9443, 3.2362], [1.7622, 4.5434, 1.2765], [2.9983, 4.8254, -0.8520]],
  "atomic_forces_ev_per_a": [[0.1, -0.3, 0.8], [0.9, 0.4, 0.3], [0.6, -0.8, 0.8], [-0.4, -0.8, 0.3], [-0.2, -0.9, 1.6], [1.1, 1.5, 0.0], [0.5, 0.3, 0.2], [-0.7, 1.1, -1.0], [-1.3, -2.4, 0.2], [1.8, 3.7, -0.4], [1.4, -1.0, 0.3], [1.0, 1.0, 0.6], [-3.5, 0.3, 3.6], [1.1, 0.3, 0.0], [2.4, -1.2, -3.3], [-0.9, -0.1, -2.4], [0.9, 0.6, 0.9], [-0.2, 0.3, 1.3], [2.1, -0.6, -0.4], [-0.1, -1.0, 0.6], [0.1, 1.0, -0.8], [-0.5, -0.1, 0.5], [1.9, 0.0, 0.1], [-0.5, 0.2, 2.4], [2.5, 0.0, -2.0], [-0.9, -1.9, -2.0], [-1.8, 1.3, 0.2], [0.0, -1.7, -1.0], [0.2, -1.5, -0.7], [-1.0, 0.4, 0.7], [-1.6, -1.0, 0.3], [1.6, 1.8, 0.6], [0.7, 1.9, -3.3], [0.0, -0.6, 0.5], [-0.5, -2.0, 3.7], [-0.4, 0.4, -1.6], [1.2, -0.8, -0.3], [-1.4, -0.9, 0.3], [-1.4, 0.9, -0.4], [1.0, 0.6, -0.8], [-1.1, -1.2, 0.1], [-0.3, 1.5, 0.5], [-0.8, 1.2, -0.8], [0.6, 1.0, 1.0], [-1.0, -0.7, -1.3], [-1.0, -1.5, -0.1], [-0.9, 0.7, 1.3], [-0.2, -1.7, 0.8], [0.7, -1.2, -0.9], [-0.4, -0.8, 1.2], [-1.7, 0.1, -0.5], [-0.3, -1.1, -1.3], [1.4, -0.7, 0.6], [0.6, 1.7, -0.3], [0.5, -0.1, 0.2], [0.4, -0.8, -1.4], [-1.7, -0.6, 0.1], [-0.2, 1.4, 0.1], [-0.8, 0.7, 0.4], [-0.4, 1.1, 0.4], [-1.3, 1.1, 0.2], [-0.1, -0.3, 1.9], [1.4, 0.1, 0.6], [0.4, 0.5, -1.3], [1.5, 0.9, -0.2], [-1.0, 0.9, -1.3], [0.4, -1.3, 0.7], [1.4, 0.9, 0.7], [-0.7, -1.4, -0.4], [0.1, 0.4, -1.4], [-1.6, 0.8, 0.2], [0.0, 0.0, 0.1], [-0.1, 0.0, 0.0], [0.0, -0.1, -0.1], [0.0, 0.0, -0.1], [0.1, 0.1, 0.0], [0.0, 0.0, 0.1], [0.0, 0.0, 0.1], [-0.1, -0.1, 0.0], [0.0, -0.1, -0.1], [0.0, 0.0, -0.1], [0.0, 0.0, 0.0], [0.0, 0.0, 0.0]],
  "lowdin_charge": [-0.121, -0.226, -0.187, -0.160, -0.160, -0.191, -0.190, -0.111, -0.678, -0.027, 0.574, -0.529, 0.050, -0.668, 0.705, 0.922, -0.278, -0.296, 0.062, -0.227, -0.298, 0.906, -0.071, -0.521, 0.059, 0.087, -0.018, -0.146, -0.156, -0.145, -0.164, -0.064, -0.409, -0.003, 0.063, 0.083, 0.063, 0.085, 0.121, 0.090, 0.139, 0.129, 0.120, 0.127, 0.143, 0.161, 0.136, 0.123, 0.063, 0.042, 0.044, 0.020, 0.055, 0.051, 0.133, -0.061, 0.145, 0.132, 0.120, 0.125, 0.122, 0.118, 0.114, 0.094, 0.122, 0.125, 0.128, 0.145, 0.069, 0.081, 0.109, -0.094, -0.090, -0.091, -0.097, -0.112, -0.104, 0.102, 0.104, 0.103, 0.100, 0.084, 0.096]
}

{
  "formula": "C26H42BClN6O2Pd",
  "method": "wB97M-V/def2-TZVPD",
  "relative_energy_ev": 0.563,
  "total_charge": -2,
  "species": ["Pd", "C", "C", "C", "C", "N", "N", "B", "N", "N", "C", "C", "C", "C", "C", "C", "C", "C", "N", "N", "C", "C", "C", "C", "C", "C", "C", "C", "C", "C", "C", "C", "H", "H", "H", "H", "H", "H", "H", "H", "H", "H", "H", "H", "H", "H", "H", "H", "H", "H", "H", "H", "H", "H", "H", "H", "H", "H", "H", "H", "H", "H", "H", "H", "H", "H", "H", "H", "H", "H", "H", "H", "Cl", "C", "C", "O", "O", "H", "H"],
  "xyz": [[-0.2607, -0.7126, 1.3970], [0.6238, 3.5967, -2.6363], [0.3011, 3.1618, -1.2440], [0.2985, 3.9040, -0.0818], [-0.0639, 2.9819, 0.9276], [-0.2454, 1.7842, 0.4101], [-0.0358, 1.8941, -0.9205], [-0.1059, 0.6751, -1.8570], [1.1429, -0.2209, -1.6212], [1.8533, -0.1338, -0.4738], [2.8990, -0.9298, -0.6069], [2.8788, -1.5596, -1.8703], [1.7400, -1.0755, -2.4809], [1.1589, -1.4306, -3.8078], [3.9473, -1.0363, 0.4779], [3.4089, -0.4655, 1.7910], [5.1801, -0.2306, 0.0402], [4.3539, -2.4990, 0.6835], [-1.4523, -0.0786, -1.6889], [-1.9045, -0.4477, -0.4704], [-3.0841, -1.0190, -0.6479], [-3.4201, -1.0191, -2.0161], [-2.3556, -0.4036, -2.6429], [-2.2085, -0.1032, -4.1005], [-3.8899, -1.5062, 0.5369], [-3.1254, -2.6063, 1.2811], [-5.2413, -2.0392, 0.0590], [-4.1035, -0.3322, 1.4995], [-0.1577, 3.2223, 2.4166], [-0.9771, 2.1245, 3.0926], [-0.8163, 4.5810, 2.6802], [1.2626, 3.2262, 2.9986], [0.8814, 4.6572, -2.6309], [-0.2201, 3.4486, -3.3128], [1.4671, 3.0370, -3.0443], [0.5251, 4.9547, 0.0094], [-0.0712, 1.0663, -3.0001], [3.5686, -2.2823, -2.2766], [1.9166, -1.9182, -4.4230], [0.7975, -0.5454, -4.3327], [0.3174, -2.1198, -3.6949], [3.1300, 0.5820, 1.6668], [4.1782, -0.5448, 2.5670], [2.5134, -1.0004, 2.1182], [4.9113, 0.8163, -0.1176], [5.5903, -0.6226, -0.8945], [5.9592, -0.2794, 0.8079], [3.5192, -3.1043, 1.0409], [5.1557, -2.5581, 1.4263], [4.7272, -2.9368, -0.2473], [-4.3095, -1.3990, -2.4920], [-3.1621, -0.2958, -4.5948], [-1.4498, -0.7261, -4.5763], [-1.9325, 0.9372, -4.2735], [-2.9282, -3.4641, 0.6342], [-3.7012, -2.9407, 2.1506], [-2.1686, -2.1970, 1.6310], [-5.1095, -2.8788, -0.6279], [-5.8180, -1.2635, -0.4528], [-5.8235, -2.3910, 0.9151], [-3.1304, 0.0322, 1.8366], [-4.6845, -0.6535, 2.3700], [-4.6328, 0.4876, 1.0049], [-2.0088, 2.1394, 2.7323], [-0.9825, 2.2817, 4.1767], [-0.5796, 1.1227, 2.8733], [-1.8270, 4.6000, 2.2672], [-0.2482, 5.3968, 2.2263], [-0.8781, 4.7666, 3.7565], [1.7327, 2.2569, 2.8263], [1.2359, 3.4148, 4.0766], [1.8768, 3.9956, 2.5235], [-0.1759, -5.1446, -0.2383], [0.3938, -3.5024, 0.3084], [0.9010, -3.5103, 1.7710], [1.7501, -4.3645, 2.0742], [0.4239, -2.6042, 2.5033], [-0.4411, -2.8198, 0.1710], [1.2100, -3.2286, -0.3593]],
  "atomic_forces_ev_per_a": [[-0.1, 0.1, 0.0], [0.0, 0.0, 0.0], [0.0, 0.0, 0.0], [0.0, 0.0, 0.0], [0.1, 0.0, 0.0], [-0.1, 0.0, 0.0], [0.0, 0.0, 0.1], [0.0, -0.1, 0.0], [0.0, 0.0, 0.1], [0.1, 0.1, -0.1], [0.0, -0.1, 0.0], [0.0, 0.0, 0.0], [-0.1, -0.1, 0.0], [0.0, 0.0, 0.0], [0.0, 0.0, 0.0], [0.0, 0.0, 0.0], [0.0, 0.0, 0.0], [0.0, 0.0, 0.0], [0.0, 0.0, 0.0], [0.1, -0.2, 0.0], [0.0, 0.0, 0.1], [0.0, 0.0, 0.0], [0.0, 0.0, 0.0], [0.0, 0.0, 0.0], [0.0, 0.0, 0.0], [0.0, 0.1, 0.0], [0.0, 0.0, 0.0], [0.0, 0.0, 0.0], [0.0, 0.0, 0.0], [-0.1, 0.0, 0.0], [0.0, 0.0, 0.0], [0.0, -0.1, 0.0], [0.0, 0.0, 0.0], [0.0, 0.0, 0.0], [0.0, 0.0, 0.0], [0.0, 0.0, 0.0], [0.0, 0.0, 0.0], [0.0, 0.0, 0.0], [0.0, 0.0, 0.0], [0.0, 0.0, 0.0], [0.0, 0.0, 0.0], [0.0, 0.0, 0.0], [0.0, 0.0, 0.0], [0.0, 0.0, 0.0], [0.0, 0.0, 0.0], [0.0, 0.0, 0.0], [0.0, 0.0, 0.0], [0.0, 0.0, 0.0], [0.0, 0.0, 0.0], [0.0, 0.0, 0.0], [0.0, 0.0, 0.0], [0.0, 0.0, 0.0], [0.0, 0.0, 0.0], [0.0, 0.0, 0.0], [0.0, 0.0, 0.0], [0.0, 0.0, 0.0], [0.0, -0.1, 0.0], [0.0, 0.0, 0.0], [0.0, 0.0, 0.0], [0.0, 0.0, 0.0], [0.0, 0.0, 0.0], [0.0, 0.0, 0.0], [0.0, 0.0, 0.0], [0.0, 0.0, 0.0], [0.0, 0.0, 0.0], [0.0, 0.0, 0.0], [0.0, 0.0, 0.0], [0.0, 0.0, 0.0], [0.0, 0.0, 0.0], [0.0, 0.0, 0.0], [0.0, 0.0, 0.0], [0.0, 0.0, 0.0], [0.1, 0.0, 0.0], [0.0, 0.0, 0.0], [0.0, -0.1, 0.0], [0.0, -0.1, 0.0], [0.0, 0.2, 0.0], [0.0, 0.0, 0.0], [0.0, 0.0, 0.0]],
  "lowdin_charge": [0.251, -0.050, -0.293, 0.001, -0.271, 0.128, 0.023, -0.502, 0.028, 0.131, -0.283, -0.006, -0.298, -0.038, -0.547, -0.060, -0.067, -0.045, 0.037, 0.106, -0.263, 0.003, -0.289, -0.047, -0.553, -0.059, -0.082, -0.061, -0.555, -0.078, -0.072, -0.049, 0.066, 0.068, 0.076, 0.088, 0.101, 0.095, 0.070, 0.057, 0.082, 0.063, 0.078, 0.063, 0.079, 0.071, 0.069, 0.067, 0.077, 0.071, 0.089, 0.068, 0.054, 0.066, 0.077, 0.078, 0.039, 0.077, 0.074, 0.072, 0.055, 0.074, 0.080, 0.074, 0.075, 0.032, 0.081, 0.064, 0.072, 0.075, 0.073, 0.076, 0.447, -0.493, -0.791, -0.084, -0.144, 0.012, 0.047]
}